A structure of composition C29H38AlO13. Source: the OMol25 dataset; level of theory: the ωB97M-V functional and the def2-TZVPD basis.

Last column: Löwdin charge in e.
Positions of all 81 atoms, in Å:
C 1.02 -2.28 4.11  -0.09
O 2.26 -2.59 3.47  -0.19
C 2.63 -1.67 2.46  -0.24
C 3.36 -0.44 3.01  -0.15
C 2.40 0.75 3.25  -0.21
C 2.78 2.06 2.56  -0.22
C 1.92 3.21 3.08  -0.21
C 0.44 3.13 2.61  -0.20
C -0.58 3.13 3.75  -0.21
C -0.56 1.86 4.61  -0.22
C -1.38 0.70 4.00  -0.32
C -2.90 1.01 3.98  -0.36
Al -3.70 0.38 2.21  0.17
H 1.20 -1.94 5.13  0.09
H 0.44 -1.54 3.56  0.07
H 0.42 -3.19 4.17  0.08
H 3.30 -2.21 1.79  0.12
H 1.76 -1.36 1.87  0.10
H 3.75 -0.75 3.98  0.11
H 4.19 -0.17 2.36  0.10
H 2.35 0.95 4.32  0.10
H 1.39 0.49 2.93  0.09
H 3.84 2.26 2.73  0.10
H 2.63 1.99 1.48  0.11
H 1.98 3.25 4.17  0.10
H 2.36 4.14 2.70  0.10
H 0.24 4.02 2.01  0.10
H 0.29 2.29 1.93  0.11
H -0.37 3.99 4.39  0.11
H -1.58 3.27 3.32  0.10
H -1.02 2.09 5.58  0.11
H 0.46 1.54 4.84  0.07
H -1.23 -0.19 4.62  0.09
H -1.00 0.44 3.00  0.06
H -3.38 0.51 4.83  0.03
H -3.04 2.09 4.12  0.02
H -5.32 0.27 2.21  -0.17
H -3.13 -1.13 1.95  -0.12
H -3.17 1.35 1.02  -0.15
C -2.87 -6.57 1.19  0.07
C -1.89 -5.71 1.50  -0.23
C -1.99 -4.24 1.19  -0.29
O -1.06 -3.53 1.52  0.08
C -3.19 -3.75 0.53  0.08
C -4.16 -4.61 0.22  -0.23
C -4.07 -6.07 0.54  -0.32
O -5.01 -6.79 0.23  0.09
O -5.29 -4.24 -0.39  0.11
O -0.76 -6.08 2.09  0.11
H -2.81 -7.63 1.40  0.13
H -3.25 -2.69 0.33  0.10
H -5.82 -5.05 -0.48  0.11
H -0.23 -5.26 2.20  0.11
C 0.36 -0.16 -2.12  0.09
C 1.11 -0.32 -3.22  -0.23
C 1.96 -1.54 -3.43  -0.32
O 2.59 -1.61 -4.47  0.09
C 1.98 -2.56 -2.39  0.07
C 1.24 -2.40 -1.28  -0.23
C 0.36 -1.18 -1.08  -0.30
O -0.31 -1.11 -0.08  0.13
O 1.22 -3.30 -0.31  0.11
O 1.16 0.56 -4.22  0.07
H -0.26 0.71 -1.97  0.14
H 2.60 -3.42 -2.55  0.13
H 0.63 -2.96 0.40  0.08
H 1.78 0.19 -4.88  0.11
C -0.42 4.98 -7.35  0.08
C 0.13 5.25 -8.54  -0.24
C 1.37 4.54 -9.03  -0.32
O 1.79 4.84 -10.13  0.10
C 1.98 3.54 -8.16  0.07
C 1.43 3.27 -6.97  -0.23
C 0.18 3.97 -6.49  -0.31
O -0.26 3.66 -5.41  0.13
O 1.93 2.37 -6.13  0.10
O -0.35 6.16 -9.38  0.11
H -1.31 5.48 -7.00  0.14
H 2.87 3.05 -8.52  0.13
H 1.34 2.36 -5.35  0.10
H 0.24 6.14 -10.16  0.12

Kohn-Sham gap = 4.6 eV
charge = -1
electronic energy = -2348.37332 Eh
highest occupied orbital energy = -4.78 eV